C11H24N3 | ωB97M-V/def2-TZVPD

Summary:
Kohn-Sham gap in eV: 9.7
DFT total energy in hartree: -597.482008
Energy relative to the best compared isomer or geometry (same formula, charge and spin) in kJ/mol: 0.00

The geometry in ORCA input format:
```
! RIJCOSX wB97M-V def2-TZVPD def2/J DEFGRID3
* xyz 1 1
N 1.26 0.42 -0.77
N -0.38 2.04 -0.78
N -0.97 -0.26 -0.29
C -2.63 -1.60 0.72
C -0.40 -1.00 -1.30
C -2.36 0.90 1.28
C -0.03 0.88 -0.09
C 3.15 1.21 0.81
C 2.44 0.00 0.18
C -2.31 -0.24 0.21
C 3.43 -0.83 -0.75
C -3.54 0.16 -0.81
C 0.84 -0.69 -1.63
C 1.79 -0.97 1.11
H -2.02 -2.41 0.29
H 3.59 0.88 1.76
H -0.70 2.90 -0.16
H 1.09 -0.48 1.85
H -2.35 -1.58 1.80
H 2.58 -1.46 1.73
H -1.08 1.91 -1.43
H -1.47 0.96 1.88
H 3.95 1.54 0.07
H 0.26 1.12 0.91
H -3.44 1.14 -1.09
H -3.53 -0.54 -1.55
H 2.91 -1.79 -1.10
H -3.72 -1.90 0.75
H -2.41 1.80 0.74
H 2.39 2.01 0.83
H 3.92 -0.28 -1.54
H 1.34 -1.14 -2.38
H -3.16 0.70 1.96
H 1.20 -1.68 0.48
H -0.93 -1.73 -1.86
H 4.27 -1.25 -0.28
H -4.46 0.01 -0.17
H 1.50 1.27 -1.39
*
```

***

C36H72AsF6HgO18S9 | ωB97M-V/def2-TZVPD

Summary:
Kohn-Sham gap in eV: 6.2
DFT total energy in hartree: -9341.006718
Energy relative to the best compared isomer or geometry (same formula, charge and spin) in kJ/mol: 0.00

The geometry in ORCA input format:
```
! RIJCOSX wB97M-V def2-TZVPD def2/J DEFGRID3
* xyz 1 1
Hg 3.42 -1.46 2.30
As 0.14 -0.14 0.29
S 4.55 1.24 -0.05
S 1.69 -0.32 -4.81
S -6.06 1.53 2.51
S 4.42 -3.02 -0.94
S 1.06 -0.22 4.82
S -2.57 -3.76 -1.65
S 1.32 -4.56 1.94
S -1.58 4.36 4.45
S 0.56 4.43 -3.71
F 1.67 -0.66 0.97
F -1.34 0.49 -0.39
F -0.68 -1.21 1.41
F 0.19 -1.41 -0.90
F 1.04 0.91 -0.78
F 0.13 1.05 1.62
O -6.53 2.81 3.01
O 1.19 5.74 -3.76
O 1.50 1.10 5.17
O 1.58 -0.92 3.63
O 5.62 -2.33 -1.37
O -3.25 -4.72 -0.79
O -2.76 3.60 4.81
O 4.09 2.45 0.60
O 1.87 -1.32 -5.86
O -0.79 5.00 5.48
O -6.88 0.37 2.78
O 3.84 -2.67 0.36
O 4.18 -0.04 0.57
O 2.56 -0.35 -3.66
O 1.26 3.28 -4.21
O -1.18 -3.94 -2.02
O 1.82 -3.20 2.10
O 2.24 -5.57 1.47
C 0.09 1.77 -5.44
C 0.11 4.62 2.38
C -3.47 1.10 1.91
C 1.57 1.42 -5.38
C -1.00 -4.58 3.25
C 6.50 1.52 -1.82
C 0.00 4.02 -2.00
C -2.82 -2.11 -0.94
C 0.46 -5.03 3.46
C -3.83 -1.91 -3.20
C 4.07 1.27 -1.79
C 2.67 -4.39 -2.40
C -1.24 -1.01 5.96
C -0.39 3.50 3.32
C -1.02 5.61 2.09
C -0.59 1.04 -4.27
C -1.34 -4.85 1.76
C -2.03 5.64 3.23
C -0.16 -4.44 0.88
C 3.14 -2.97 -2.20
C -4.02 2.00 0.82
C -4.37 1.27 3.12
C -1.15 4.59 -4.32
C -3.97 -1.51 -1.73
C 1.16 -1.29 6.29
C -5.54 1.74 0.76
C -2.12 4.05 -3.31
C -1.51 4.26 -1.89
C -0.06 -0.39 -4.30
C 3.92 -5.27 -2.19
C 5.32 0.90 -2.60
C -0.75 -0.31 4.68
C -3.51 -3.42 -3.19
C 6.37 1.19 -0.35
C 4.67 -4.83 -0.95
C -0.17 -2.04 6.38
H 1.84 -4.51 -1.69
H -0.39 -2.54 7.32
H 0.19 2.96 -1.82
H -0.37 1.56 -3.34
H 2.03 1.95 -4.55
H 0.38 2.96 3.88
H 2.21 -4.59 -3.36
H -2.18 -1.49 5.69
H -2.19 -4.26 1.44
H -1.89 -1.62 -1.24
H -1.11 -3.52 3.47
H 3.56 -6.29 -2.07
H 2.08 -1.86 6.37
H -4.34 0.44 3.82
H -4.17 2.21 3.64
H -4.90 -1.90 -1.32
H 1.21 -0.61 7.15
H -2.44 1.25 2.23
H -4.03 -0.44 -1.56
H -1.21 4.28 -5.37
H -4.77 -1.74 -3.70
H -0.95 2.80 2.71
H -1.67 1.03 -4.43
H -0.97 -0.91 3.79
H -0.04 2.85 -5.47
H 3.20 0.68 -2.04
H 0.45 4.21 1.43
H -2.99 -1.41 -3.67
H -0.16 -2.89 5.68
H -1.61 5.30 -1.58
H 3.80 2.31 -2.01
H -1.96 3.63 -1.13
H -3.84 3.06 1.03
H 2.46 -2.18 -1.88
H -1.51 5.29 1.16
H -1.34 -0.21 6.70
H 1.08 -4.73 4.30
H -3.48 1.86 -0.12
H 6.64 0.13 -0.25
H 5.23 1.14 -3.65
H 0.41 -6.12 3.43
H -4.40 -4.04 -3.05
H 0.90 5.15 2.92
H 7.44 1.13 -2.19
H -2.10 6.60 3.73
H -3.01 5.34 2.87
H -0.18 1.40 -6.43
H -2.95 -3.82 -4.03
H -3.07 4.58 -3.30
H -0.65 6.62 1.95
H -0.53 -0.87 -5.16
H 6.94 1.66 0.45
H 0.59 4.57 -1.26
H 5.73 -5.05 -0.96
H 6.48 2.60 -2.00
H -1.10 0.69 4.41
H -1.29 5.67 -4.41
H -1.75 -5.06 3.88
H -2.25 2.99 -3.54
H 4.18 -5.20 -0.06
H -3.49 0.08 1.51
H -0.15 -3.39 0.57
H -1.57 -5.89 1.55
H 5.38 -0.19 -2.56
H -0.19 -1.05 -3.44
H -5.74 0.80 0.25
H 0.04 -5.06 0.01
H -2.83 -2.17 0.15
H -6.20 2.47 0.30
H 2.17 1.55 -6.28
H 3.58 -2.62 -3.14
H 4.47 -5.30 -3.13
*
```

***

C5H10 | ωB97M-V/def2-TZVPD

Summary:
Kohn-Sham gap in eV: 5.2
DFT total energy in hartree: -196.165134
Energy relative to the best compared isomer or geometry (same formula, charge and spin) in kJ/mol: 901.25

The geometry in ORCA input format:
```
! RIJCOSX wB97M-V def2-TZVPD def2/J DEFGRID3
* xyz 0 1
C -1.28 0.02 -0.20
C 1.17 -0.21 -0.41
C -0.05 -0.33 0.47
C -2.57 0.17 0.67
C 1.41 0.21 0.91
H -1.52 -0.66 -1.02
H -2.92 1.19 0.86
H -3.14 -0.19 -0.19
H 3.60 0.64 -1.22
H 1.75 1.21 1.12
H -0.20 -1.21 1.12
H -2.71 -0.46 1.54
H 4.21 0.42 -1.57
H 1.38 -1.22 -0.80
H 0.88 0.40 -1.28
*
```

***

Number 1: lowest unoccupied orbital energy -0.08718 Eh, HOMO energy -12.08 eV. Number 2: lowest unoccupied orbital energy -0.20518 Eh, HOMO energy -11.80 eV. Number 3: lowest unoccupied orbital energy -0.07359 Eh, HOMO energy -7.18 eV.